1.
Formula: C28H30CrN3O5
Source: the OMol25 dataset
Level of theory: the ωB97M-V functional and the def2-TZVPD basis

Relative energy (zero: lowest compared OMol25 entry of this formula, charge and spin) (kcal/mol): 27.1
Spin multiplicity: 5
Frontier orbital gap (alpha / beta) (eV): 5.36 / 7.31
Net charge: -1
Expectation value of S²: 6.02
LUMO level (alpha / beta) (eV): 2.783 / 2.778

Each line ends with the natural charge from an NBO analysis.
Cartesian coordinates (Å):
Cr  0.6819  -0.6528  0.5785  1.22
C  -2.2201  1.8061  -2.1206  -0.41
N  -1.6444  2.1157  -0.8309  -0.45
C  -2.6583  2.2917  0.1874  -0.20
C  -3.2479  0.9837  0.7028  -0.41
C  -2.2065  0.0812  1.3868  -0.23
N  -1.3197  -0.7257  0.5469  -0.51
C  -1.8874  -1.5648  -0.2629  0.17
C  -1.2461  -2.7162  -0.8136  -0.27
C  -1.8547  -3.4063  -1.8741  -0.14
C  -1.2974  -4.5407  -2.4190  -0.31
C  -0.1044  -5.0340  -1.8814  -0.19
C  0.5021  -4.4090  -0.8139  -0.25
C  -0.0336  -3.2370  -0.2376  0.43
O  0.5294  -2.6837  0.7808  -0.75
C  -0.7295  3.2411  -0.8747  -0.21
C  0.5323  2.9465  -1.6850  -0.41
C  1.0761  1.5360  -1.4204  -0.24
N  1.2092  1.1783  0.0000  -0.47
C  1.9003  1.9926  0.7254  0.15
C  2.1294  1.8964  2.1371  -0.27
C  3.0036  2.8210  2.7328  -0.13
C  3.2724  2.8142  4.0831  -0.32
C  2.6468  1.8619  4.8912  -0.18
C  1.7779  0.9415  4.3442  -0.33
C  1.4907  0.9111  2.9599  0.47
O  0.6783  0.0291  2.4855  -0.79
H  -2.8889  2.6093  -2.4827  0.15
H  -2.7941  0.8809  -2.0594  0.20
H  -1.4339  1.6536  -2.8588  0.21
H  -3.4758  2.9470  -0.1728  0.15
H  -2.1944  2.7921  1.0407  0.20
H  -3.7675  0.4405  -0.0904  0.19
H  -4.0036  1.2445  1.4500  0.20
H  -2.7435  -0.6112  2.0418  0.19
H  -1.5749  0.6996  2.0255  0.21
H  -2.9428  -1.4213  -0.5237  0.14
H  -2.7874  -3.0131  -2.2699  0.19
H  -1.7798  -5.0398  -3.2505  0.20
H  0.3526  -5.9184  -2.3110  0.20
H  1.4281  -4.7956  -0.4043  0.21
H  -0.4277  3.4395  0.1550  0.20
H  -1.2187  4.1560  -1.2612  0.16
H  1.2752  3.7112  -1.4437  0.20
H  0.3403  3.0299  -2.7573  0.20
H  2.0362  1.4102  -1.9252  0.23
H  0.4020  0.8128  -1.8639  0.23
H  2.3772  2.8431  0.2315  0.16
H  3.4795  3.5547  2.0892  0.19
H  3.9599  3.5348  4.5081  0.20
H  2.8431  1.8453  5.9571  0.20
H  1.2903  0.2053  4.9721  0.21
O  2.9551  -1.0985  1.2349  -0.70
C  3.5907  -2.1429  0.6176  0.41
C  4.2801  -3.0957  1.3573  -0.31
C  5.0060  -4.0841  0.7114  -0.20
C  5.0620  -4.1137  -0.6735  -0.26
C  4.3441  -3.1761  -1.4024  -0.15
C  3.5787  -2.2030  -0.7755  -0.20
C  2.6979  -1.3072  -1.6441  0.79
O  3.1915  -0.8420  -2.6745  -0.70
O  1.4880  -1.1879  -1.2656  -0.78
H  2.8735  -1.2755  2.1802  0.49
H  4.2391  -3.0620  2.4411  0.20
H  5.5320  -4.8290  1.2964  0.20
H  5.6612  -4.8609  -1.1792  0.20
H  4.3470  -3.1839  -2.4850  0.23

Cartesian forces (eV/Å) of the 2 atoms listed first:
1.5 -1.1 -0.8
0.0 0.0 0.0

---

2.
Formula: C28H30CrO2PSi2
Source: the OMol25 dataset
Level of theory: the ωB97M-V functional and the def2-TZVPD basis

Relative energy (zero: lowest compared OMol25 entry of this formula, charge and spin) (kcal/mol): 140.8
Spin multiplicity: 4
Frontier orbital gap (alpha / beta) (eV): 6.23 / 6.98
Expectation value of S²: 3.92
LUMO level (alpha / beta) (eV): -1.389 / -0.665

Each line ends with the natural charge from an NBO analysis.
Cartesian coordinates (Å):
Cr  8.5823  8.5842  12.5940  1.01
C  10.9740  8.9628  20.3812  -0.19
C  10.5387  7.7804  19.7876  -0.22
C  10.0734  7.7869  18.4914  -0.18
C  9.9837  9.0096  17.7999  -0.40
C  10.2916  10.2060  18.4461  -0.11
C  10.8485  10.1700  19.7153  -0.24
P  9.3391  9.0442  16.1563  0.85
C  7.8079  8.1432  16.2756  -0.37
C  7.8262  6.7466  16.2290  -0.21
C  6.6359  6.0301  16.3431  -0.21
C  5.4513  6.6899  16.5288  -0.21
C  5.4214  8.0789  16.5503  -0.21
C  6.6023  8.8017  16.4520  -0.19
C  10.4096  8.0370  15.0587  -0.34
C  11.5916  7.5508  15.6661  -0.22
C  12.5252  6.7648  14.9490  -0.20
C  12.2275  6.5007  13.5969  -0.24
C  11.0590  6.9750  13.0030  -0.17
C  10.1264  7.7609  13.6948  -0.40
H  11.4039  8.9387  21.3669  0.21
H  10.5197  6.8423  20.3537  0.21
H  9.8519  6.8416  18.0181  0.22
H  10.2292  11.1659  17.9355  0.22
H  11.1194  11.0721  20.2370  0.21
H  8.7976  6.2274  16.0752  0.22
H  6.6745  4.9392  16.3125  0.22
H  4.5306  6.1367  16.7046  0.22
H  4.4604  8.5932  16.6461  0.22
H  6.5668  9.9055  16.4754  0.23
H  11.8146  7.8432  16.6844  0.22
H  13.4304  6.4545  15.4778  0.22
H  12.9518  5.9754  12.9697  0.21
H  10.9135  6.7409  11.9352  0.20
C  10.3643  8.3785  9.1256  -1.09
Si  8.7442  8.3288  10.1206  1.11
C  7.6469  9.7397  9.4818  -1.11
C  7.8996  6.7949  9.3613  -0.43
C  7.8758  6.5626  8.0041  -0.20
C  7.2558  5.3978  7.5064  -0.20
C  6.6979  4.5179  8.4222  -0.23
C  6.7243  4.7627  9.8002  -0.14
C  7.3412  5.8887  10.2972  -0.49
Si  7.4120  6.4688  12.0839  1.23
C  8.1723  4.9680  12.9679  -1.13
C  5.6437  6.7468  12.6742  -1.14
H  10.1196  8.3457  8.0370  0.24
H  11.0913  7.5791  9.3811  0.24
H  10.8342  9.3646  9.3014  0.23
H  7.1572  9.6222  8.4841  0.25
H  8.2452  10.6547  9.4612  0.23
H  6.8310  9.9067  10.1861  0.24
H  8.3704  7.2827  7.3894  0.20
H  7.2216  5.1988  6.4382  0.21
H  6.2398  3.6159  8.0830  0.21
H  6.3150  4.0538  10.4968  0.19
H  7.4057  4.5502  13.7032  0.23
H  9.0146  5.2577  13.6021  0.25
H  8.4860  4.1482  12.2961  0.25
H  5.4277  6.0654  13.5743  0.25
H  4.9412  6.4462  11.8789  0.25
H  5.3572  7.7467  12.9784  0.25
O  7.2904  10.2215  13.0451  -0.25
O  8.2269  10.1732  13.8282  -0.25

Cartesian forces (eV/Å) of the 2 atoms listed first:
0.2 1.3 1.1
-0.2 -0.1 -0.1